1.
Below is C6H9NO in the gas phase at a distorted geometry, with properties calculated with wB97M-V/def2-TZVPD.

```
! wB97M-V def2-TZVPD RIJCOSX def2/J DEFGRID3
* xyz 0 1
C -2.231 -0.449 -0.280
C -1.092 -1.044 -0.609
C 0.214 -0.714 -0.038
N 0.972 -1.835 0.256
C 0.660 0.544 0.115
C -0.115 1.785 -0.329
C 1.872 0.744 0.919
O 2.438 1.817 1.089
H -3.194 -0.770 -0.648
H -2.300 0.362 0.473
H -1.189 -1.954 -1.237
H 1.970 -1.823 0.176
H 0.578 -2.734 0.031
H -0.852 2.108 0.476
H -0.658 1.569 -1.282
H 0.623 2.559 -0.526
H 2.304 -0.168 1.416
*
```

Calculated values
HOMO level	-8.4	eV
energy above the lowest of the compared OMol25 structures with the same formula, charge and spin	1.427	eV
maximum force	1.47	eV/Å
LUMO energy	0.17	eV
SMILES string	C=C/C(N)=C(\C)C=O

---

2.
Below is 2 unconnected molecules or ions with the total composition CH4BrNS at a distorted geometry, with properties calculated with wB97M-V/def2-TZVPD.

```
! wB97M-V def2-TZVPD RIJCOSX def2/J DEFGRID3
* xyz 0 1
C 0.428 1.718 -0.769
N -0.494 -2.084 1.021
S 0.547 -0.853 1.594
Br -0.220 2.749 -2.145
H 1.228 1.065 -0.881
H 0.038 1.825 0.121
H -0.235 -2.828 0.346
H -1.292 -1.591 0.712
*
```

Calculated values
HOMO level (alpha / beta)	-8.3 / -9.1	eV
energy above the lowest of the compared OMol25 structures with the same formula, charge and spin	3.153	eV
maximum force	4.85	eV/Å
LUMO energy (alpha / beta)	-1.31 / -0.19	eV

---

3.
Below is C16H14BrNO2 in the gas phase, with properties calculated with wB97M-V/def2-TZVPD.

```
! wB97M-V def2-TZVPD RIJCOSX def2/J DEFGRID3
* xyz 0 1
O 3.339 -1.870 0.844
C 2.249 -1.497 0.476
N 1.117 -2.083 0.939
C -0.223 -1.724 0.687
C -0.775 -1.881 -0.579
C -2.082 -1.495 -0.817
C -2.830 -0.961 0.218
Br -4.609 -0.378 -0.122
C -2.310 -0.842 1.495
C -1.007 -1.236 1.729
C 2.074 -0.301 -0.472
O 1.647 -0.776 -1.733
C 1.321 0.287 -2.599
C 0.065 1.017 -2.125
C 0.168 1.338 -0.660
C -0.708 2.242 -0.070
C -0.607 2.552 1.272
C 0.391 1.973 2.040
C 1.261 1.067 1.468
C 1.140 0.725 0.125
H 1.277 -2.767 1.669
H -0.169 -2.285 -1.373
H -2.518 -1.612 -1.797
H -2.913 -0.439 2.294
H -0.586 -1.142 2.718
H 3.079 0.148 -0.577
H 1.167 -0.166 -3.581
H 2.164 0.991 -2.661
H -0.072 1.935 -2.701
H -0.810 0.383 -2.291
H -1.471 2.706 -0.679
H -1.298 3.252 1.717
H 0.488 2.228 3.085
H 2.042 0.611 2.059
*
```

Calculated values
HOMO level	-8.8	eV
maximum force	0.72	eV/Å
LUMO energy	0.70	eV
SMILES string	O=C(Nc1ccc(Br)cc1)[C@H]1OCCc2ccccc21

---

4.
Below is C5H8O2 in the gas phase at a distorted geometry, with properties calculated with wB97M-V/def2-TZVPD.

```
! wB97M-V def2-TZVPD RIJCOSX def2/J DEFGRID3
* xyz 0 1
C 0.412 -1.354 1.616
C -0.049 -0.865 0.292
C -0.521 1.438 -0.009
C 0.384 0.391 -0.416
O 1.791 0.618 -0.300
C -0.090 -0.083 -1.757
O -0.844 -1.464 -0.454
H -0.368 -1.895 2.156
H 0.806 -0.528 2.214
H 1.244 -2.042 1.422
H -1.262 1.826 -0.696
H -0.641 1.676 1.047
H 1.871 1.581 -0.225
H -0.656 0.575 -2.415
H 0.423 -0.913 -2.234
*
```

Calculated values
HOMO level (alpha / beta)	-8.6 / -7.2	eV
energy above the lowest of the compared OMol25 structures with the same formula, charge and spin	5.059	eV
maximum force	2.17	eV/Å
LUMO energy (alpha / beta)	0.69 / -0.59	eV

---

5.
Below is a molecular structure, C20H25BrN9OsS at a distorted geometry, with properties calculated with wB97M-V/def2-TZVPD.

```
! wB97M-V def2-TZVPD RIJCOSX def2/J DEFGRID3
* xyz 3 5
Os 0.181 -0.082 2.114
N 0.707 2.012 2.712
C 2.048 2.494 3.196
C 3.158 2.240 2.182
C 3.991 0.989 2.474
C 3.175 -0.269 2.708
N 2.206 -0.500 1.572
H 0.440 2.586 1.914
H 0.028 2.241 3.438
H 2.257 2.007 4.148
H 1.947 3.560 3.398
H 3.829 3.097 2.162
H 2.717 2.200 1.177
H 4.600 1.155 3.364
H 4.693 0.822 1.653
H 2.604 -0.217 3.637
H 3.829 -1.135 2.792
H 2.215 -1.491 1.334
H 2.561 -0.018 0.748
N -3.129 0.070 4.730
C -1.922 -0.364 4.426
N -1.582 0.162 3.244
C -2.685 0.915 2.882
N -3.633 0.869 3.772
C -2.736 1.633 1.615
C -3.824 2.407 1.222
N -3.821 3.040 0.060
C -2.747 2.914 -0.708
C -1.657 2.141 -0.319
N -1.657 1.494 0.844
H -3.682 -0.140 5.554
H -1.329 -1.025 5.037
H -4.692 2.513 1.863
H -2.750 3.436 -1.657
H -0.785 2.053 -0.950
S 0.558 -3.640 -3.837
C 0.263 -2.487 -2.504
C -0.679 -2.783 -1.528
C -0.779 -1.969 -0.412
N -0.004 -0.891 -0.232
C 0.874 -0.579 -1.200
C 1.042 -1.342 -2.338
C -0.117 -2.723 -5.225
C 0.688 -1.884 -5.987
C 0.130 -1.274 -7.105
N -1.129 -1.518 -7.397
C -1.928 -2.321 -6.730
C -1.437 -2.964 -5.598
H -1.314 -3.655 -1.613
H -1.505 -2.189 0.358
H 1.468 0.319 -1.063
H 1.789 -1.063 -3.069
H 1.735 -1.730 -5.760
H 0.697 -0.618 -7.758
H -2.943 -2.463 -7.088
H -2.069 -3.651 -5.052
Br 0.109 -2.381 2.799
*
```

Calculated values
HOMO level (alpha / beta)	-16.8 / -17.0	eV
energy above the lowest of the compared OMol25 structures with the same formula, charge and spin	0.000	eV
maximum force	2.23	eV/Å
LUMO energy (alpha / beta)	-8.75 / -12.11	eV

---

6.
Below is 10 unconnected molecules or ions with the total composition C18H33F4N3O18 at a distorted geometry, with properties calculated with wB97M-V/def2-TZVPD.

```
! wB97M-V def2-TZVPD RIJCOSX def2/J DEFGRID3
* xyz 0 1
N -0.302 -3.844 1.076
H -0.038 -3.927 0.080
H -0.315 -4.802 1.410
H -1.198 -3.360 1.089
H 0.452 -3.359 1.588
N 0.228 -0.242 0.131
H -0.752 -0.009 -0.001
H 0.824 0.543 -0.113
H 0.484 -1.161 -0.210
H 0.310 -0.369 1.150
N -1.643 -2.524 -2.690
H -1.839 -1.818 -1.971
H -1.638 -3.464 -2.297
H -0.769 -2.198 -3.094
H -2.373 -2.384 -3.384
C 3.360 -1.248 2.307
C 1.945 -1.828 2.524
O 1.051 -0.945 2.585
O 1.794 -3.065 2.512
H 3.409 -0.774 1.330
H 4.051 -2.092 2.222
H 3.680 -0.728 3.209
C -4.152 -1.087 1.371
C -2.745 -1.349 0.873
O -1.902 -1.678 1.744
O -2.358 -1.103 -0.291
H -4.712 -2.013 1.522
H -4.744 -0.467 0.697
H -4.186 -0.706 2.391
C 2.176 -3.824 -2.681
C 0.917 -3.648 -1.871
O 0.843 -2.600 -1.191
O 0.075 -4.557 -1.797
H 3.083 -4.072 -2.130
H 2.341 -2.959 -3.326
H 2.202 -4.653 -3.393
C 5.167 -1.468 -1.780
C 5.141 -0.487 -2.917
O 4.494 0.613 -2.335
C 3.700 0.165 -1.324
O 2.827 0.812 -0.833
O 4.074 -1.055 -0.983
F 4.334 -0.953 -3.918
H 5.980 -1.298 -1.072
H 5.084 -2.502 -2.107
H 6.171 -0.415 -3.266
C 0.163 5.810 -1.058
C 1.621 5.576 -0.771
O 1.663 4.257 -0.302
C 0.456 3.663 -0.421
O 0.166 2.534 -0.135
O -0.454 4.561 -0.888
F 1.932 6.321 0.334
H 0.087 6.110 -2.106
H -0.310 6.580 -0.451
H 2.332 5.828 -1.556
C -3.116 1.809 -1.748
C -3.820 3.056 -2.274
O -4.916 2.540 -2.943
C -4.869 1.214 -3.047
O -5.732 0.548 -3.561
O -3.822 0.763 -2.416
F -3.007 3.805 -3.060
H -3.152 1.718 -0.664
H -2.080 1.716 -2.073
H -4.185 3.671 -1.451
C -2.202 1.543 4.700
C -0.867 1.088 4.114
O -0.236 0.642 5.285
C -0.844 0.985 6.424
O -0.447 0.919 7.546
O -2.027 1.572 6.094
F -0.224 2.217 3.694
H -3.000 0.851 4.414
H -2.544 2.485 4.271
H -1.094 0.519 3.214
*
```

Calculated values
HOMO level	-8.1	eV
energy above the lowest of the compared OMol25 structures with the same formula, charge and spin	0.000	eV
maximum force	3.07	eV/Å
LUMO energy	-0.31	eV

---

7.
Below is C20H16ClN3O2 in the gas phase, with properties calculated with wB97M-V/def2-TZVPD.

```
! wB97M-V def2-TZVPD RIJCOSX def2/J DEFGRID3
* xyz 0 1
C -2.838 3.994 2.876
O -1.849 4.040 1.878
C -1.096 2.931 1.663
C -1.163 1.754 2.397
C -0.360 0.673 2.078
C 0.534 0.734 1.018
N 1.357 -0.355 0.695
C 1.297 -0.896 -0.640
C 2.414 -1.868 -0.896
C 3.777 -1.667 -0.864
C 4.601 -2.752 -1.129
C 4.072 -4.003 -1.416
C 2.701 -4.206 -1.440
C 1.882 -3.124 -1.174
C 0.405 -3.053 -1.113
O -0.396 -3.945 -1.273
N 0.107 -1.735 -0.844
C -1.186 -1.231 -0.653
C -2.157 -1.977 0.013
C -3.403 -1.412 0.216
C -3.634 -0.126 -0.246
N -2.725 0.578 -0.899
C -1.541 0.042 -1.105
C 0.640 1.925 0.300
C -0.167 2.996 0.616
Cl -0.041 4.455 -0.288
H -3.334 4.962 2.841
H -3.570 3.204 2.678
H -2.401 3.848 3.869
H -1.853 1.663 3.221
H -0.442 -0.234 2.659
H 1.291 -1.094 1.388
H 1.309 -0.065 -1.354
H 4.188 -0.695 -0.636
H 5.673 -2.621 -1.112
H 4.738 -4.828 -1.621
H 2.272 -5.172 -1.658
H -1.934 -2.976 0.353
H -4.177 -1.962 0.730
H -4.588 0.363 -0.102
H -0.846 0.657 -1.660
H 1.353 2.021 -0.503
*
```

Calculated values
HOMO level	-7.9	eV
maximum force	0.67	eV/Å
LUMO energy	0.36	eV
SMILES string	COc1ccc(N[C@H]2c3ccccc3C(=O)N2c2cccnc2)cc1Cl

---

8.
Below is 2 unconnected molecules or ions with the total composition C19H19F4N2Si at a distorted geometry, with properties calculated with wB97M-V/def2-TZVPD.

```
! wB97M-V def2-TZVPD RIJCOSX def2/J DEFGRID3
* xyz 1 1
F -4.250 -2.990 -3.293
C -2.934 -3.155 -2.914
C -2.159 -4.044 -3.650
C -0.837 -4.198 -3.219
F -0.025 -5.064 -3.915
C -0.305 -3.515 -2.146
C -1.087 -2.558 -1.449
C -0.490 -1.811 -0.388
C -1.077 -0.711 0.246
C -0.563 -0.029 1.351
C -1.447 0.733 2.183
C -1.288 0.743 3.593
C -2.172 1.447 4.389
F -1.965 1.463 5.758
C -3.267 2.156 3.890
C -3.453 2.084 2.509
F -4.521 2.774 1.959
C -2.619 1.378 1.653
C -2.466 -2.424 -1.830
H -2.546 -4.582 -4.505
H 0.740 -3.648 -1.848
H 0.441 -2.202 0.050
H -2.070 -0.398 -0.126
H 0.447 -0.266 1.708
H -0.509 0.117 4.033
H -3.899 2.769 4.523
H -2.860 1.305 0.599
H -3.124 -1.742 -1.296
C 4.730 2.396 0.064
Si 3.101 1.540 -0.404
C 2.961 1.769 -2.253
C 3.102 -0.238 0.117
C 1.551 2.087 0.590
N 0.349 2.179 -0.002
N -0.652 2.389 -0.530
H 5.585 1.838 -0.378
H 4.793 3.438 -0.319
H 4.887 2.425 1.161
H 3.729 1.159 -2.757
H 1.982 1.451 -2.637
H 3.128 2.813 -2.565
H 3.876 -0.781 -0.436
H 3.301 -0.289 1.192
H 2.114 -0.667 -0.081
H 1.764 2.857 1.374
*
```

Calculated values
HOMO level	-11.6	eV
maximum force	3.05	eV/Å
LUMO energy	-6.32	eV

---

9.
Below is 10 unconnected molecules or ions with the total composition C34H96N12O10 at a distorted geometry, with properties calculated with wB97M-V/def2-TZVPD.

```
! wB97M-V def2-TZVPD RIJCOSX def2/J DEFGRID3
* xyz 0 1
C -4.732 -5.325 -1.154
O -4.376 -4.094 -0.503
C -3.323 -3.299 -1.226
C -2.742 -2.164 -0.369
C -3.732 -1.093 0.044
N -1.575 -1.545 -0.983
H -5.708 -5.674 -0.817
H -3.942 -6.064 -1.022
H -4.829 -5.158 -2.227
H -2.523 -3.990 -1.489
H -3.737 -2.804 -2.104
H -2.394 -2.544 0.592
H -3.228 -0.271 0.551
H -4.440 -1.562 0.728
H -4.408 -0.602 -0.656
H -1.064 -2.266 -1.471
H -1.857 -1.012 -1.793
C -5.863 4.796 5.518
O -5.062 4.343 4.412
C -5.284 2.967 4.265
C -4.748 2.423 2.952
C -3.204 2.687 2.793
N -5.343 3.082 1.817
H -5.814 4.138 6.386
H -6.889 5.033 5.235
H -5.485 5.739 5.911
H -4.794 2.521 5.131
H -6.316 2.619 4.303
H -4.962 1.355 2.912
H -2.873 2.285 1.835
H -2.686 2.151 3.588
H -2.911 3.736 2.820
H -4.853 2.864 0.961
H -5.264 4.067 2.025
C -0.899 -0.199 -8.286
O -0.797 1.004 -7.554
C -0.383 0.624 -6.232
C -0.726 1.832 -5.360
C 0.237 2.937 -5.551
N -0.821 1.517 -3.942
H -1.038 -0.007 -9.350
H -1.708 -0.866 -7.987
H 0.072 -0.684 -8.389
H -1.065 -0.127 -5.833
H 0.613 0.185 -6.286
H -1.735 2.086 -5.684
H 0.445 3.054 -6.615
H 1.132 2.688 -4.981
H -0.137 3.849 -5.085
H 0.094 1.217 -3.637
H -1.334 0.647 -3.935
C 0.419 -3.774 6.599
O 0.273 -2.404 6.347
C 0.494 -2.082 4.980
C 0.798 -0.551 4.849
C -0.278 0.445 5.442
N 1.018 -0.125 3.471
H 1.449 -4.128 6.562
H -0.131 -4.323 5.834
H 0.068 -4.084 7.584
H 1.294 -2.620 4.471
H -0.345 -2.341 4.334
H 1.751 -0.427 5.362
H -1.173 0.438 4.820
H 0.190 1.423 5.335
H -0.615 0.214 6.452
H 1.355 0.803 3.258
H 1.606 -0.747 2.935
C 4.608 3.292 4.225
O 3.544 4.079 3.704
C 2.288 3.351 3.735
C 1.142 4.353 3.380
C -0.170 3.825 3.718
N 1.270 4.819 1.999
H 4.941 2.488 3.569
H 4.280 2.715 5.090
H 5.447 3.912 4.542
H 2.333 2.477 3.086
H 2.004 2.899 4.685
H 1.216 5.260 3.981
H -0.885 4.502 3.251
H -0.301 3.782 4.799
H -0.338 2.825 3.318
H 2.233 5.090 1.858
H 1.184 4.045 1.355
C -2.730 -6.238 1.463
O -1.791 -6.086 2.577
C -1.055 -4.868 2.665
C -0.065 -4.627 1.486
C 1.244 -5.419 1.418
N 0.283 -3.200 1.702
H -2.274 -6.312 0.475
H -3.475 -5.444 1.511
H -3.322 -7.148 1.556
H -1.747 -4.043 2.832
H -0.490 -4.975 3.591
H -0.639 -4.651 0.560
H 1.911 -5.212 0.581
H 0.850 -6.435 1.454
H 1.796 -5.256 2.343
H 1.064 -2.991 1.097
H -0.475 -2.563 1.502
C 2.250 -6.474 -4.466
O 2.696 -5.425 -3.565
C 1.829 -4.838 -2.667
C 2.532 -3.538 -2.181
C 3.675 -3.679 -1.221
N 1.562 -2.613 -1.672
H 1.836 -7.339 -3.949
H 3.153 -6.751 -5.010
H 1.549 -6.051 -5.186
H 0.938 -4.575 -3.238
H 1.483 -5.461 -1.842
H 2.815 -3.070 -3.124
H 3.391 -4.233 -0.326
H 4.197 -2.761 -0.953
H 4.457 -4.265 -1.705
H 1.989 -1.705 -1.786
H 0.826 -2.647 -2.363
C 2.897 7.062 -4.983
O 2.898 6.542 -3.713
C 2.330 5.243 -3.687
C 2.268 4.633 -2.256
C 3.629 4.413 -1.560
N 1.519 3.379 -2.163
H 3.310 6.404 -5.747
H 3.373 8.026 -5.165
H 1.889 7.224 -5.366
H 1.350 5.189 -4.161
H 2.955 4.523 -4.217
H 1.813 5.337 -1.560
H 4.253 5.302 -1.658
H 4.124 3.502 -1.897
H 3.421 4.141 -0.525
H 1.371 3.059 -1.216
H 0.642 3.457 -2.657
N 3.543 1.242 -2.856
C 3.225 0.067 -3.269
N 4.178 -0.718 -3.472
O 2.069 -0.253 -3.433
H 2.790 1.887 -2.665
H 4.526 1.414 -2.699
H 4.023 -1.601 -3.937
H 5.050 -0.308 -3.169
N 0.697 0.509 -0.827
C 0.535 1.094 0.280
N -0.471 0.564 0.947
O 1.187 2.043 0.635
H 0.257 -0.399 -0.871
H 1.451 0.793 -1.437
H -0.905 -0.303 0.663
H -0.416 0.899 1.898
*
```

Calculated values
HOMO level	-8.5	eV
energy above the lowest of the compared OMol25 structures with the same formula, charge and spin	3.618	eV
maximum force	6.66	eV/Å
LUMO energy	0.12	eV
SMILES string	COC[C@H](C)N.COC[C@H](C)N.COC[C@H](C)N.COC[C@H](C)N.COC[C@H](C)N.COC[C@H](C)N.COC[C@H](C)N.COC[C@H](C)N.NC(N)=O.NC(N)=O

---

10.
Below is C2H3N3 in the gas phase, with properties calculated with wB97M-V/def2-TZVPD.

```
! wB97M-V def2-TZVPD RIJCOSX def2/J DEFGRID3
* xyz 0 1
C -1.118 -0.009 0.000
N -0.398 1.147 0.002
C 0.845 0.709 0.001
N 0.861 -0.633 -0.002
N -0.396 -1.115 -0.003
H -2.198 -0.030 0.005
H 1.737 1.317 -0.019
H 1.639 -1.272 0.029
*
```

Calculated values
HOMO level	-10.2	eV
energy above the lowest of the compared OMol25 structures with the same formula, charge and spin	0.000	eV
maximum force	0.37	eV/Å
LUMO energy	0.93	eV
SMILES string	c1nc[nH]n1